A structure of composition C19H43Br3N2OP3S at a distorted geometry, computed with ωB97M-V/def2-TZVPD.

Positions of all 72 atoms, in Å:
C  7.060573  -0.452941  1.960471
C  7.306073  -0.812541  0.351232
C  6.001897  -0.332984  -0.568260
C  5.222438  -1.717770  -1.022573
C  3.737620  -1.461787  -1.675227
C  2.610526  -2.478530  -0.980815
C  1.938703  -1.634379  0.258628
C  1.062076  -2.546436  1.312885
C  0.176508  -3.748940  0.558042
C  -1.028712  -4.307011  1.510323
C  -2.443937  -3.491300  1.437830
C  -3.041052  -3.193173  -0.039741
C  -2.444993  -1.974305  -0.900266
C  -1.808142  -0.693665  -0.091377
C  -2.736538  0.591719  -0.427242
P  -2.633412  2.095728  0.780756
Br  -0.372531  1.756922  1.173194
Br  -4.898204  2.517920  0.513536
N  -2.368070  3.099696  -0.602046
C  -2.110604  4.530909  -0.538953
C  -0.534135  5.003025  -0.222077
P  -3.222743  0.871106  2.503723
S  -4.589461  -0.459569  2.123341
P  -2.471628  3.720285  2.284711
O  -4.086203  4.150692  2.886838
Br  -1.154644  3.005111  4.050844
H  5.907994  -0.479265  2.218383
H  7.584608  -1.310740  2.582845
H  7.526240  0.588562  2.251714
H  8.326539  -0.397346  -0.045196
H  7.349434  -1.991453  0.298063
H  5.354416  0.352620  0.149622
H  6.418498  0.297521  -1.463417
H  5.072001  -2.355586  -0.051458
H  5.959097  -2.286787  -1.756699
H  3.451612  -0.324389  -1.459143
H  3.770667  -1.586606  -2.852237
H  1.848289  -2.777052  -1.827798
H  3.196226  -3.420669  -0.589391
H  1.366141  -0.714514  -0.183657
H  2.846550  -1.181648  0.884912
H  0.420440  -1.931349  2.078053
H  1.868412  -3.132961  1.969960
H  0.953595  -4.650273  0.452936
H  -0.127049  -3.472842  -0.537032
H  -0.640204  -4.197402  2.634438
H  -1.192836  -5.469280  1.359464
H  -3.241846  -4.201433  1.976100
H  -2.385766  -2.544667  2.163548
H  -4.224601  -3.057532  0.041066
H  -2.907070  -4.192365  -0.680270
H  -3.322938  -1.553102  -1.591924
H  -1.644782  -2.402098  -1.674830
H  -0.758197  -0.503079  -0.631999
H  -1.549164  -0.899884  1.022810
H  -3.891475  0.319375  -0.564240
H  -2.400525  0.959956  -1.513414
H  -3.193245  2.964529  -1.262418
H  -2.907185  5.242185  -0.017120
H  -2.208022  4.902581  -1.680037
H  -0.546921  6.191522  -0.211400
H  0.200150  4.690799  -1.096810
H  -0.163812  4.669474  0.835676
H  -2.060052  0.161163  3.023098
H  -3.737798  1.669256  3.625283
H  -4.299599  4.976221  2.323967
C  -4.029584  3.405459  -4.966770
C  -4.512747  3.681511  -3.552374
N  -4.913647  3.910667  -2.378935
H  -4.426777  4.160730  -5.650543
H  -2.936966  3.434531  -4.999855
H  -4.369503  2.417879  -5.290746

Force components x, y, z for each atom (eV/Å):
C 0.4 -0.6 -0.4
C -0.7 -0.4 0.5
C 1.0 -0.5 0.9
C 0.1 0.8 0.0
C 0.2 0.2 0.0
C 0.7 1.1 -0.3
C 0.5 -0.1 0.4
C 0.6 -1.0 -0.3
C 1.1 -0.7 0.6
C 0.3 0.3 0.6
C -0.5 -0.6 1.1
C -0.9 -0.9 -0.2
C 0.0 0.1 -0.9
C 0.6 -0.3 -1.8
C -0.5 -1.1 -1.6
P -0.4 -1.5 -1.7
Br 1.1 0.0 -0.4
Br -1.5 0.3 0.3
N -0.2 1.7 -1.0
C 1.1 2.7 -2.5
C -0.7 0.9 0.2
P -0.6 -2.1 1.9
S -0.6 -1.1 0.1
P -0.5 3.6 0.8
O 1.7 0.7 -1.2
Br -1.0 0.2 0.2
H 2.4 0.1 -0.6
H -1.0 1.9 -1.1
H -1.1 -2.1 -0.6
H -2.0 -0.7 0.8
H 0.1 2.4 0.0
H 1.1 -1.4 -1.8
H -1.1 -1.2 1.5
H 0.4 1.1 -1.8
H -1.7 1.0 1.5
H 0.4 -2.5 -0.5
H -0.1 0.2 2.4
H 1.3 0.5 2.0
H -1.3 1.7 -0.8
H 0.9 -1.8 0.9
H -1.9 -0.9 -1.3
H 1.1 -0.9 -1.8
H -1.7 1.3 -1.3
H -1.7 1.9 0.1
H 0.3 -0.3 2.3
H -0.8 -0.3 -2.3
H 0.3 2.4 0.0
H 1.7 1.5 -1.1
H -0.2 -1.9 -2.0
H 2.7 -0.2 0.1
H -0.2 2.0 1.3
H 1.9 -0.9 1.5
H -1.5 0.9 1.7
H -2.3 -0.3 1.4
H -0.9 0.4 -2.0
H 2.7 0.3 0.6
H -0.6 -0.7 2.5
H 1.5 0.2 1.4
H 1.6 -1.6 -0.5
H 0.1 -0.8 2.3
H 0.0 -2.4 0.0
H -1.6 0.3 2.0
H -0.6 0.5 -2.2
H -0.6 0.8 0.0
H 0.8 -0.3 -1.0
H 0.5 -1.9 1.3
C -0.4 0.2 1.2
C -2.6 1.5 7.6
N 3.1 -1.6 -9.6
H 0.0 -0.1 0.2
H -0.2 0.0 0.1
H 0.0 0.2 0.2

Properties
Spin multiplicity: 1
Net charge: -1
Kohn-Sham gap (eV): 6.2